1.
The following is a quantum chemistry calculation of C31H67BrO7S2Ta as an isolated structure in a non-equilibrium geometry, from the OMol25 dataset.

Calculated values
- E: -140825.9804 eV
- Multiplicity: 1
- Max |F|: 1.958 eV/Å
- Kohn-Sham gap: 6.716 eV
- Net charge: -1

Structure (XYZ):
```
109
Properties=species:S:1:pos:R:3:lowdin_charge:R:1
Ta 0.61074 1.70016 0.00472 0.984
Br -3.91008 -0.47628 -2.13162 0.593
S 0.58028 1.06349 2.51012 0.015
S 2.20814 -0.28083 -0.47912 -0.028
O -0.27776 5.46297 -0.65514 -0.201
O -2.39649 -6.62054 5.00645 -0.170
O -0.67090 -2.77428 3.17152 -0.155
O 4.39415 -3.16348 5.35974 -0.150
O -2.15575 -2.50629 -6.21802 -0.148
O 3.59782 6.58542 -0.46551 -0.169
O -1.36488 1.92131 -7.65806 -0.146
C -3.65694 0.93972 -0.74575 -0.562
C 3.99924 -1.99680 4.62001 -0.200
C 0.65693 -4.66729 3.68879 -0.164
C 0.50970 6.64467 -0.83055 -0.207
C -1.15220 0.76512 -6.83415 -0.203
C 0.25395 2.47266 -6.01861 -0.172
C -0.40110 2.92385 -7.31312 -0.213
C -4.39643 -1.84648 -5.80515 -0.179
C 5.17197 5.63858 1.02800 -0.174
C -1.75352 7.27555 -1.02677 -0.185
C -0.37624 7.65849 -1.53538 -0.178
C 5.24371 7.15197 1.13572 -0.184
C -2.95935 -2.94494 -7.31879 -0.213
C -4.39828 -2.96263 -6.83335 -0.179
C 5.26280 -1.40945 4.02516 -0.170
C -4.32630 -7.96635 4.72587 -0.177
C -1.13293 0.24225 -0.48466 -0.502
C 3.82096 5.43197 0.36457 -0.204
C 0.18457 0.96102 -6.14234 -0.163
C -4.24605 -7.52603 6.17621 -0.177
C -3.01732 -1.99229 -5.18917 -0.243
C -2.79179 -7.10462 6.29542 -0.200
C 4.56478 7.58970 -0.14984 -0.213
C -0.18994 -4.32252 4.89917 -0.171
C 6.12068 -2.64474 3.82122 -0.178
C -2.48645 0.58022 0.23937 -0.411
C -0.59846 -2.89070 4.59798 -0.200
C -3.40114 -6.97241 4.04560 -0.195
C -0.07365 -3.93351 2.57781 -0.196
C 5.75208 -3.48374 5.03451 -0.215
C -1.64454 5.76234 -0.94475 -0.224
H -0.52185 3.12215 0.29450 -0.140
H 5.81907 -3.15887 2.90441 0.115
H -3.93528 -6.05867 3.76506 0.123
H 5.74063 -0.74130 4.74802 0.114
H 5.25589 5.12526 1.98549 0.113
H 1.26620 2.85783 -5.89808 0.113
H -1.89796 5.29310 -1.90265 0.116
H 7.18875 -2.43437 3.75803 0.109
H -2.40252 1.38145 1.00368 0.065
H 2.09327 2.75681 0.34077 -0.195
H 5.97012 5.27477 0.37405 0.113
H -4.52229 -8.30379 6.88839 0.111
H 5.28100 7.64280 -0.97840 0.113
H -5.12024 -2.81908 -7.63794 0.109
H -2.28330 5.33490 -0.16953 0.110
H 1.40535 6.40380 -1.39755 0.108
H -1.23948 0.20480 -1.58829 -0.014
H 4.66442 7.49084 1.99969 0.112
H 4.06899 8.55875 -0.05694 0.113
H -1.07210 -4.96517 4.92912 0.083
H -3.51329 1.92535 -1.21399 0.057
H 0.99448 0.60241 -6.78467 0.114
H 3.78613 4.52610 -0.23923 0.099
H -0.81136 -0.76283 -0.13886 0.006
H 5.07820 -0.84628 3.11102 0.119
H -0.01930 -0.18037 2.47910 -0.271
H -2.63947 -6.32262 7.04130 0.120
H -1.97069 0.71316 -6.10838 0.109
H -3.02331 -2.71490 -4.36623 0.111
H -5.33664 -7.95455 4.31717 0.112
H 3.01724 5.38452 1.10558 0.116
H 0.74537 -5.73864 3.50421 0.111
H 6.37614 -3.22716 5.89877 0.112
H 5.84026 -4.55612 4.84892 0.112
H -1.91141 7.69463 -0.02826 0.111
H -2.61599 -3.92664 -7.65173 0.113
H -4.61628 -3.91706 -6.34507 0.113
H -0.34058 2.80261 -5.16257 0.116
H -4.90009 -6.66491 6.33984 0.115
H -0.09742 8.69094 -1.31940 0.107
H -2.62272 -1.04708 -4.81816 0.069
H -0.87740 -4.54919 2.15691 0.113
H 0.32987 2.98483 -8.12812 0.112
H 0.25026 0.43856 -5.18842 0.116
H -4.58190 0.88475 -0.13826 0.044
H -2.15072 -7.95651 6.54773 0.118
H 1.66422 -4.25701 3.80997 0.101
H 0.58980 -3.62675 1.76742 0.119
H 0.15204 -2.17759 4.95765 0.114
H 2.07892 -0.56711 -1.81251 -0.291
H -3.92816 -8.97997 4.62279 0.114
H -4.48183 -0.87785 -6.30654 0.116
H -2.82572 -2.23170 -8.14051 0.112
H -2.92478 -7.38315 3.15409 0.119
H -2.82003 -0.34377 0.76569 0.089
H 0.81197 7.00081 0.16076 0.118
H 0.33866 -4.42305 5.84856 0.114
H -0.89808 3.89139 -7.21962 0.112
H -1.17714 -0.13440 -7.45090 0.110
H 6.25879 7.53951 1.23278 0.107
H 3.30137 -2.31240 3.83794 0.113
H -2.56974 7.60936 -1.66929 0.106
H -5.19904 -1.92218 -5.07188 0.106
H -1.56444 -2.62747 5.03433 0.114
H 0.73167 2.07780 -1.81437 -0.163
H -0.32585 7.51072 -2.61841 0.112
H 3.48533 -1.29950 5.28296 0.119
```


2.
The following is a quantum chemistry calculation of a 3-piece molecular cluster, C31H67IN7O7P2 overall in a non-equilibrium geometry, from the OMol25 dataset.

Calculated values
- E: -84665.1184 eV
- Multiplicity: 1
- Max |F|: 8.687 eV/Å
- Kohn-Sham gap: 6.241 eV
- Net charge: +1

Structure (XYZ):
```
115
Properties=species:S:1:pos:R:3:lowdin_charge:R:1
I -7.11080 -2.37171 -4.76073 0.851
P 1.38534 4.19436 3.32982 0.750
P 3.05770 -3.54367 1.84312 0.701
O 0.37101 -3.12393 -3.77328 -0.188
O -1.03184 0.22900 -1.69701 -0.130
O -4.18062 1.14114 -1.39918 0.018
O -2.86593 -0.01362 0.60940 -0.017
O 1.73836 3.25776 2.19527 -0.319
O -8.11105 0.34065 -4.95882 0.058
O 1.70351 -2.88465 1.85148 -0.309
N 1.29970 5.58590 2.27658 -0.352
N -3.55959 0.64643 -5.37909 0.184
N 3.64818 -2.76521 3.27606 -0.331
N 4.69321 -3.90644 1.35000 -0.272
N 1.15053 5.33431 4.65514 -0.271
N -0.21337 3.53057 3.54241 -0.301
N 2.61547 -5.17460 2.21469 -0.296
C 1.11037 -1.91375 -3.75356 -0.207
C -4.39378 -1.85394 0.77664 -0.035
C 4.72735 -4.40135 -0.05398 -0.126
C -1.50908 1.39865 -2.31082 -0.163
C -5.05083 0.73329 -3.55746 0.090
C -0.24794 2.15361 4.02344 -0.150
C 3.48509 -6.18438 2.79087 -0.130
C 5.64996 -2.77300 1.38556 -0.121
C 2.01461 5.48898 1.01020 -0.152
C 1.70654 -5.79916 1.25592 -0.143
C 0.13904 0.53506 -0.94411 -0.258
C 1.41628 4.68318 5.97008 -0.128
C -0.57089 -3.21519 -2.73081 -0.100
C -2.65491 1.08232 -3.23297 0.000
C -2.48196 0.88313 -4.60395 -0.098
C 0.32807 -0.40354 0.22915 -0.056
C -5.94233 0.35996 -5.88044 -0.113
C -1.12582 0.91370 -5.26551 -0.083
C -0.93227 -0.13853 -6.37366 -0.169
C -4.23472 -0.33723 0.58036 -0.394
C -4.81847 0.58710 -4.89986 -0.189
C 2.87751 -1.62576 3.76452 -0.141
C -1.38908 4.22834 4.03156 -0.137
C 1.08161 -1.18608 -5.10657 -0.148
C -0.19682 -1.41549 -5.92291 -0.167
C -3.95597 0.98019 -2.70795 -0.178
C 2.01200 6.54500 4.65339 -0.119
C -4.81487 -0.03363 -0.80398 -0.083
C -7.14658 -0.26800 -5.22146 -0.867
C 0.08246 6.34415 2.07184 -0.154
C 4.17563 -3.50008 4.41025 -0.146
H 1.26363 5.39365 6.78028 0.083
H -0.68044 5.76683 1.53142 0.084
H -1.46991 -2.62906 -2.95864 0.081
H 0.72270 3.85888 6.14261 0.061
H 4.26223 -6.54299 2.10157 0.082
H -1.34981 4.46726 5.10396 0.078
H 0.94717 -5.08936 0.92788 0.065
H -1.88401 2.08640 -1.54701 0.145
H -0.70033 1.90595 -2.84162 0.131
H -6.22099 1.30343 -6.34713 0.146
H -3.45939 0.52250 -6.37751 0.166
H -6.03454 0.69778 -3.11938 0.139
H 1.33197 -0.21529 0.61271 0.078
H 0.08257 1.55015 -0.53961 0.124
H 4.61440 -2.80731 5.13268 0.080
H -5.87436 0.18047 -0.66960 0.140
H 5.75065 -4.62447 -0.34972 0.082
H -0.38363 0.33723 -7.18506 0.118
H -2.44343 -0.64132 1.20260 0.084
H 1.31584 -0.13481 -4.94068 0.107
H 4.16442 -5.33039 -0.15262 0.061
H 1.84112 7.10427 5.57515 0.084
H -1.03475 1.90538 -5.71771 0.143
H -3.93511 -2.18972 1.70304 0.091
H 3.00164 5.05635 1.14725 0.069
H -1.19837 1.67754 3.77030 0.074
H 2.59039 -0.96570 2.95058 0.060
H 5.29190 -1.90852 0.82100 0.087
H 2.16561 6.48990 0.59672 0.078
H 0.77897 -1.28515 -2.92670 0.090
H -0.33233 6.70611 3.01303 0.068
H -2.26809 3.59829 3.87464 0.081
H 3.39966 -4.07832 4.92778 0.087
H -3.95359 -2.39143 -0.06368 0.085
H 0.29596 7.24432 1.48875 0.080
H -0.13201 2.08687 5.11514 0.069
H 0.29895 -1.46147 -0.01505 0.054
H -0.33098 -0.14109 1.05026 0.064
H 0.53615 1.54883 3.56747 0.062
H 6.60113 -3.09534 0.95883 0.082
H 1.91477 -1.57599 -5.68756 0.111
H 5.86334 -2.45598 2.39980 0.070
H 2.43457 4.29500 6.03845 0.084
H -0.16513 -2.87948 -1.77484 0.074
H 1.76766 7.21739 3.84086 0.066
H -0.91377 -2.06499 -5.42320 0.109
H -0.39554 0.83540 -4.47471 0.092
H 0.08797 -1.93876 -6.83328 0.115
H 3.07377 6.29846 4.59026 0.091
H 3.96736 -5.85451 3.70300 0.047
H 1.97135 -1.93513 4.29972 0.085
H 4.99208 -4.16156 4.11781 0.070
H 2.15187 -2.17896 -3.55255 0.123
H 4.31478 -3.67336 -0.75766 0.080
H 1.47047 4.88782 0.26953 0.076
H 2.22574 -6.17732 0.36360 0.068
H -5.45830 -2.09493 0.75560 0.092
H 1.03651 0.53782 -1.57519 0.117
H -5.57769 -0.31044 -6.66273 0.123
H 1.18401 -6.63936 1.71652 0.081
H -4.81808 0.12215 1.38265 0.146
H -0.88481 -4.24930 -2.60494 0.090
H 2.88445 -7.04991 3.07863 0.085
H -4.65561 -0.91328 -1.42126 0.130
H 3.49410 -1.03306 4.44519 0.080
H -1.87504 -0.45250 -6.82580 0.095
H -1.59187 5.14424 3.48861 0.048
```


Which value of multiplicity does entry 2 give? 1